Computed, not measured: 26 unconnected molecules or ions with the total composition C32H68BBrCl50NS, with the ωB97M-V functional and the def2-TZVPD basis.

```
154
Properties=species:S:1:pos:R:3:forces:R:3
C -0.5126 -1.3517 -5.3802 0.34 0.04 0.23
C 0.1339 -0.6339 -4.0272 -0.02 0.08 -1.29
S 0.3253 -2.0260 -2.7534 -0.13 1.24 -0.09
C 1.6641 -1.5939 -1.5167 -0.58 0.99 1.91
B 3.1633 -2.1629 -1.8797 0.31 1.77 -0.17
C 4.2387 -1.1621 -1.0694 0.29 0.72 0.46
N 4.4370 -1.5682 0.3857 -0.04 0.42 0.15
C 3.5461 -2.1605 -3.4778 0.64 -0.27 -1.50
C 3.7838 -3.6400 -4.1423 2.45 1.28 -0.32
C 4.6993 -4.6664 -3.2493 -0.74 -1.41 -0.72
Br 2.0629 -4.5379 -4.7540 1.10 0.34 0.43
H -0.4814 -0.5755 -6.2622 -0.16 -1.64 1.94
H -1.6230 -1.6953 -5.1795 2.32 0.85 -0.46
H 0.1136 -2.3130 -5.7082 -1.24 2.13 0.91
H -0.5612 0.2394 -3.6720 1.23 -1.72 -0.55
H 1.1535 -0.1571 -4.3539 -1.75 -1.00 0.86
H 1.6833 -0.4291 -1.2555 -0.41 -2.25 -0.75
H 1.3505 -2.1190 -0.4914 0.16 1.17 -2.17
H 3.2684 -3.2147 -1.3451 0.15 -0.98 0.07
H 5.3015 -1.1412 -1.5583 -1.67 0.13 0.74
H 3.8181 -0.0454 -1.0384 1.08 -2.03 -0.12
H 3.7424 -1.1153 1.0192 0.83 -1.21 -1.17
H 4.4779 -2.6046 0.5003 -0.52 1.35 -0.23
H 2.8027 -1.5798 -4.1708 1.29 -1.11 1.12
H 4.5885 -1.5855 -3.5696 -1.89 -1.34 -0.17
H 4.3901 -3.4539 -5.1538 -1.50 -0.73 2.00
H 5.8015 -4.2807 -3.1440 -2.26 -0.45 -0.01
H 4.7578 -5.6831 -3.8723 -0.01 2.13 1.23
H 4.2075 -4.9797 -2.2129 1.16 1.14 -2.26
C 4.6042 1.2958 2.7394 0.24 -0.02 -0.05
Cl 3.2117 0.2069 2.7311 -0.32 0.41 0.20
Cl 4.1499 2.9137 2.1908 -0.01 0.01 -0.14
H 4.9976 1.3625 3.7566 -0.34 0.13 -0.36
H 5.3720 0.8965 2.0723 -0.36 -0.05 -0.01
C -2.7492 -2.2141 0.0432 0.04 -0.33 -0.10
Cl -3.4797 -0.8402 -0.7956 -0.17 0.00 -0.05
Cl -1.5088 -1.6774 1.1828 -0.05 -0.13 0.02
H -3.5273 -2.7510 0.5912 0.13 0.27 -0.01
H -2.2916 -2.8785 -0.6938 -0.02 0.51 0.16
C 4.8159 5.1246 5.7487 -0.11 -0.16 0.49
Cl 5.6084 3.6746 5.1207 0.02 0.28 0.07
Cl 4.4996 6.2874 4.4554 0.06 0.06 0.04
H 3.8675 4.8398 6.2108 0.20 0.03 -0.25
H 5.4648 5.5899 6.4947 -0.07 -0.11 -0.29
C 8.6088 5.4576 6.0852 -0.07 0.17 -0.11
Cl 9.3293 7.0600 6.2812 -0.31 0.30 0.11
Cl 7.8755 4.9009 7.5943 0.04 -0.08 0.02
H 7.8383 5.5062 5.3120 0.15 0.00 0.21
H 9.3875 4.7516 5.7864 -0.55 1.12 0.57
C -5.1216 -3.2206 -3.8981 0.31 0.15 -0.43
Cl -5.8736 -3.8834 -2.4421 -0.19 -0.06 0.02
Cl -3.3584 -3.2592 -3.7774 -0.13 -0.08 0.37
H -5.4323 -3.8147 -4.7609 0.11 0.07 0.51
H -5.4467 -2.1853 -4.0266 0.26 -0.47 0.20
C 4.5284 -2.3837 4.9408 -0.34 -0.09 0.04
Cl 5.5996 -3.5108 4.0999 -0.06 -0.05 0.05
Cl 5.2126 -0.7539 4.9653 0.20 -0.57 0.52
H 3.5649 -2.3574 4.4261 0.31 0.08 -0.03
H 4.3882 -2.7261 5.9690 0.17 0.13 -0.26
C 9.0563 1.3436 4.6043 0.08 -0.55 0.04
Cl 9.6651 2.9177 5.1299 0.27 -1.30 -0.40
Cl 7.7946 1.5261 3.3796 0.18 -0.07 0.10
H 9.8818 0.7660 4.1812 -0.21 0.24 0.03
H 8.6412 0.8166 5.4668 0.06 0.32 -0.27
C -2.9449 -2.0554 -8.2613 -0.23 -0.20 -0.19
Cl -2.2245 -0.4530 -8.0653 -0.29 0.10 -0.44
Cl -3.6782 -2.6121 -6.7523 0.69 0.47 -0.36
H -3.7154 -2.0068 -9.0346 0.22 0.04 0.51
H -2.1663 -2.7614 -8.5601 -0.12 0.19 0.22
C 10.0641 -2.0733 7.0150 0.05 -0.39 0.02
Cl 10.6730 -0.4992 7.5406 0.07 0.05 0.08
Cl 8.8025 -1.8908 5.7903 -0.05 -0.21 0.08
H 10.8897 -2.6509 6.5920 -0.21 0.25 0.05
H 9.6490 -2.6003 7.8775 0.05 0.23 -0.22
C 12.9324 4.7610 4.2966 0.09 0.03 -0.40
Cl 11.5463 5.7120 4.8437 0.61 0.06 -0.27
Cl 13.3462 3.5060 5.4708 0.12 -0.04 -0.04
H 12.6853 4.2883 3.3429 -0.02 0.04 0.32
H 13.7907 5.4248 4.1679 -0.25 -0.16 0.16
C 1.4180 7.5745 3.4516 0.21 -0.06 0.06
Cl 0.8975 9.2564 3.2931 0.00 0.22 0.09
Cl 0.6890 6.5622 2.1990 0.07 0.00 0.11
H 2.5057 7.5283 3.3580 -0.42 0.09 -0.11
H 1.1158 7.1995 4.4325 -0.01 0.36 -0.54
C -3.8716 -0.1867 -12.0501 0.20 0.37 -0.06
Cl -5.5730 -0.4312 -12.4630 -0.01 0.09 -0.03
Cl -3.1696 -1.6512 -11.3519 0.11 0.09 -0.49
H -3.3198 0.0753 -12.9561 -0.19 -0.20 0.21
H -3.7951 0.6258 -11.3235 -0.07 -0.30 -0.09
C 0.9874 1.4105 -7.8305 0.05 -0.42 0.02
Cl -0.3403 2.1066 -6.8937 0.01 0.03 0.02
Cl 1.9756 2.6757 -8.5706 0.08 -0.01 -0.08
H 1.6154 0.8113 -7.1666 -0.16 0.25 -0.08
H 0.5730 0.7765 -8.6180 0.03 0.26 0.18
C -3.2883 -5.8061 -0.5102 -0.15 0.09 -0.37
Cl -1.8245 -5.1664 -1.2672 0.01 -0.36 -0.06
Cl -2.9808 -6.2880 1.1627 -0.12 -0.05 0.15
H -4.0613 -5.0340 -0.5216 0.26 -0.15 0.04
H -3.6289 -6.6776 -1.0745 0.17 0.20 0.19
C -0.2766 4.4753 6.0854 -0.41 -0.36 -0.07
Cl 1.1871 5.1151 5.3284 -0.01 -0.43 0.24
Cl 0.0309 3.9934 7.7583 -0.07 -0.03 0.07
H -1.0497 5.2475 6.0740 0.51 -0.46 0.13
H -0.6173 3.6038 5.5211 0.26 0.16 0.15
C 6.9477 0.4455 8.5102 0.36 -0.22 -0.13
Cl 6.5060 1.3721 7.0711 0.21 0.06 0.37
Cl 5.7264 0.6166 9.7768 0.03 -0.06 0.08
H 7.0354 -0.6099 8.2408 -0.15 0.25 0.02
H 7.9058 0.8106 8.8882 -0.30 0.01 -0.09
C -8.7911 -1.4148 -2.9138 -0.30 -0.04 -0.24
Cl -7.3274 -0.7750 -3.6709 -0.38 0.29 -0.02
Cl -8.4836 -1.8967 -1.2410 -0.15 0.04 0.03
H -9.5642 -0.6426 -2.9252 0.30 -0.14 0.08
H -9.1317 -2.2863 -3.4782 0.23 0.15 0.20
C -9.7200 -1.5547 2.0007 0.17 0.08 -0.40
Cl -11.1060 -0.6038 2.5479 0.02 0.13 -0.08
Cl -9.3061 -2.8097 3.1749 0.15 -0.07 0.00
H -9.9670 -2.0274 1.0470 -0.02 0.09 0.36
H -8.8616 -0.8909 1.8721 -0.24 -0.16 0.14
C -6.8012 -5.7604 -7.2525 -0.16 -0.19 -0.29
Cl -6.0807 -4.1581 -7.0565 -0.50 -0.64 -0.44
Cl -7.5345 -6.3171 -5.7434 -0.05 -0.10 0.03
H -7.5717 -5.7118 -8.0257 0.18 0.01 0.38
H -6.0225 -6.4664 -7.5513 -0.11 0.23 0.22
C -5.6091 -2.1336 4.6426 -0.31 -0.27 0.09
Cl -4.5379 -3.2606 3.8017 -0.11 -0.02 0.03
Cl -4.9249 -0.5038 4.6671 -0.04 0.03 0.01
H -6.5726 -2.1072 4.1279 0.32 0.05 0.05
H -5.7493 -2.4760 5.6708 0.16 0.13 -0.26
C -12.8191 -3.7447 3.3762 0.31 0.18 -0.05
Cl -13.6711 -3.8013 4.9240 0.06 0.06 0.06
Cl -13.6595 -4.7039 2.1520 0.05 0.00 -0.11
H -12.7633 -2.7070 3.0386 -0.13 -0.34 0.12
H -11.8108 -4.1438 3.5104 -0.37 0.03 -0.01
C -9.7480 -4.0119 -9.9881 -0.18 0.13 -0.35
Cl -10.5000 -4.6747 -8.5320 -0.06 0.00 -0.02
Cl -7.9848 -4.0505 -9.8674 -0.13 0.21 -0.33
H -10.0587 -4.6060 -10.8509 0.13 0.07 0.30
H -10.0732 -2.9766 -10.1166 0.16 -0.26 0.15
C -0.9548 8.2002 6.7267 0.32 0.24 0.03
Cl -1.8069 8.1436 8.2745 0.09 0.04 0.02
Cl -1.7952 7.2410 5.5025 -0.20 0.61 -0.29
H -0.8990 9.2379 6.3891 -0.13 -0.31 0.03
H 0.0535 7.8011 6.8609 -0.28 -0.03 0.00
C -4.7294 2.5909 6.4079 0.07 -0.39 -0.04
Cl -6.0571 3.2870 7.3446 -0.03 -0.10 0.03
Cl -3.7412 3.8561 5.6678 0.05 -0.04 -0.05
H -4.1015 1.9917 7.0718 -0.15 0.26 -0.13
H -5.1438 1.9568 5.6203 0.06 0.34 0.22
C -1.6175 5.5194 -7.8666 0.28 -0.20 0.28
Cl -2.1379 7.2014 -8.0252 0.04 0.07 0.07
Cl -2.3464 4.5072 -9.1192 0.03 -0.06 0.02
H -0.5297 5.4733 -7.9602 -0.32 0.02 -0.08
H -1.9196 5.1445 -6.8857 -0.02 0.12 -0.32
```
Forces are in eV/Å.

Computed properties:
HOMO level   -4.0 eV
2S+1   1
E   -743450.4442 eV
LUMO energy   0.0475 hartree
Max |F|   0.054 Eh/bohr
Total charge   -1